# 1
37
Properties=species:S:1:pos:R:3:forces:R:3:nbo_charge:R:1 method="wB97M-V/def2-TZVPD" relative_energy_kj_mol=8.96 e_tot_ev=-28120.783 lumo_ev=-0.124 smiles="O=C(COC(=O)c1cc2ccccc2cc1O)c1ccccc1" fmax_ha_per_bohr=0.01387
O -2.611 -2.674 0.926 0.05 0.01 -0.05 -0.5039
C -2.735 -1.835 0.066 0.19 -0.10 -0.36 0.5321
C -3.560 -0.623 0.240 -0.46 0.33 0.43 -0.0833
C -4.270 -0.027 -0.800 0.11 -0.16 0.16 -0.1903
C -5.010 1.117 -0.565 -0.09 0.04 -0.07 -0.2133
C -5.039 1.684 0.699 0.00 0.00 0.00 -0.1900
C -4.346 1.090 1.741 -0.03 0.05 0.05 -0.2012
C -3.622 -0.064 1.517 0.07 -0.16 -0.17 -0.1905
H -3.077 -0.541 2.319 0.03 -0.05 0.06 0.2296
H -4.372 1.526 2.728 0.00 0.04 0.07 0.2163
H -5.606 2.587 0.871 -0.04 0.07 0.01 0.2161
H -5.562 1.572 -1.374 -0.05 0.03 -0.06 0.2166
H -4.273 -0.467 -1.786 0.07 0.01 -0.12 0.2097
C -1.919 -1.945 -1.236 -0.38 -0.18 -0.09 -0.1671
H -1.844 -2.990 -1.540 -0.05 0.16 0.06 0.2186
O -0.582 -1.540 -0.953 0.27 -0.04 0.09 -0.4829
C -0.351 -0.226 -0.874 -0.15 0.25 -0.15 0.7994
O -1.223 0.604 -1.082 0.22 -0.23 -0.01 -0.6389
C 1.038 0.102 -0.534 0.27 -0.12 0.09 -0.2783
C 1.967 -0.894 -0.307 -0.23 0.24 -0.06 -0.0816
C 3.296 -0.595 0.019 0.10 0.29 0.02 -0.1149
C 4.258 -1.604 0.251 0.22 -0.04 0.05 -0.1492
C 5.545 -1.279 0.566 -0.16 -0.33 -0.04 -0.2357
C 5.931 0.070 0.665 -0.10 0.32 -0.02 -0.1891
C 5.026 1.070 0.447 0.28 -0.05 0.07 -0.1929
C 3.685 0.771 0.119 -0.29 -0.31 -0.07 -0.0142
C 2.733 1.774 -0.109 -0.41 0.07 -0.10 -0.2855
C 1.427 1.472 -0.430 0.37 -0.11 0.09 0.4244
O 0.563 2.477 -0.636 -0.20 0.12 -0.05 -0.6784
H -0.316 2.098 -0.852 0.20 -0.01 0.06 0.5114
H 3.015 2.813 -0.034 0.02 0.13 0.00 0.2207
H 5.321 2.106 0.523 0.05 0.10 0.01 0.2118
H 6.954 0.308 0.915 0.07 0.06 0.02 0.2148
H 6.278 -2.052 0.743 0.02 -0.08 0.01 0.2152
H 3.951 -2.637 0.174 -0.01 -0.12 0.00 0.2108
H 1.661 -1.926 -0.383 -0.02 -0.08 0.00 0.2294
H -2.328 -1.322 -2.034 0.06 -0.15 0.08 0.2042

# 2
47
Properties=species:S:1:pos:R:3:forces:R:3:lowdin_spin:R:1 method="wB97M-V/def2-TZVPD" relative_energy_kj_mol=28.28 e_tot_ev=-55527.844 multiplicity=6 lumo_ev="-0.804 / -1.722" fmax_ha_per_bohr=0.00476
Ru 0.621 1.547 0.758 -0.03 -0.13 0.09 3.8532
O 0.605 -0.342 -3.368 -0.04 0.00 0.03 0.0024
C -0.290 -1.327 -3.142 0.05 -0.01 0.04 0.0007
C -0.483 -2.244 -4.177 -0.01 0.01 -0.01 0.0002
C -1.388 -3.276 -4.038 -0.01 -0.02 0.01 0.0003
C -2.125 -3.419 -2.864 0.01 -0.01 -0.02 0.0004
C -1.937 -2.517 -1.838 0.02 0.04 0.01 0.0013
C -1.020 -1.467 -1.949 0.01 -0.02 -0.05 0.0047
C -0.819 -0.537 -0.816 0.01 -0.04 0.12 0.0140
O 0.311 0.123 -0.797 -0.18 0.13 -0.11 0.1472
N -1.725 -0.453 0.111 0.13 0.02 -0.15 0.0176
N -1.332 0.448 1.091 -0.03 -0.01 0.10 0.1361
C -2.128 0.532 2.096 0.05 0.04 -0.01 0.0335
C -1.935 1.354 3.265 0.05 0.00 -0.01 0.0224
C -2.928 1.313 4.257 0.00 -0.01 -0.02 0.0007
C -2.815 2.043 5.416 0.02 0.04 0.03 0.0207
C -1.682 2.841 5.608 -0.04 -0.03 0.01 0.0026
C -0.691 2.902 4.655 0.01 -0.01 -0.03 0.0226
C -0.796 2.166 3.464 -0.10 -0.01 0.00 0.0203
O 0.165 2.267 2.572 0.04 -0.01 -0.01 0.2741
H 0.682 0.195 -2.555 0.01 0.00 0.02 0.0004
H 0.082 -2.106 -5.089 0.00 0.00 0.01 0.0000
H -1.527 -3.975 -4.853 0.00 0.00 0.00 0.0000
H -2.839 -4.225 -2.758 0.00 0.00 0.00 0.0001
H -2.498 -2.599 -0.916 0.00 0.00 0.00 0.0004
H -3.023 -0.089 2.063 0.00 0.00 0.00 0.0056
H -3.798 0.689 4.090 0.00 0.00 0.00 -0.0001
H -3.591 2.002 6.167 0.01 0.00 0.00 0.0012
H -1.581 3.421 6.516 0.00 0.00 0.00 -0.0002
H 0.186 3.521 4.789 0.00 0.00 0.00 0.0008
S 2.562 0.182 1.600 -0.04 0.05 -0.03 0.1803
C 2.843 -0.648 0.110 0.07 0.03 0.01 0.0277
N 2.252 -1.848 -0.070 0.02 -0.06 -0.02 0.0198
C 2.316 -2.570 -1.210 -0.06 0.00 0.10 0.0058
C 3.051 -2.106 -2.257 0.04 0.04 -0.05 0.0146
C 3.717 -0.882 -2.111 -0.01 -0.02 -0.06 0.0057
C 3.626 -0.165 -0.943 -0.09 0.07 0.02 0.0145
H 1.659 -2.164 0.688 -0.01 -0.01 -0.01 0.0007
H 1.748 -3.488 -1.228 0.00 0.00 0.00 0.0001
H 3.087 -2.663 -3.181 0.00 0.00 0.00 0.0007
H 4.288 -0.485 -2.940 0.01 0.01 0.01 -0.0001
H 4.087 0.805 -0.831 0.02 -0.03 0.00 0.0003
F -0.253 2.967 -1.423 0.05 0.03 0.00 0.0265
B 1.012 3.503 -1.141 0.01 -0.03 -0.04 0.0044
F 1.951 2.417 -1.236 -0.01 -0.02 0.02 0.0422
F 1.365 4.580 -1.874 -0.01 -0.03 0.02 0.0013
F 0.991 3.779 0.289 0.03 0.00 -0.04 0.0724

# 3
41
Properties=species:S:1:pos:R:3:forces:R:3:nbo_charge:R:1 method="wB97M-V/def2-TZVPD" relative_energy_kj_mol=3.63 e_tot_ev=-73371.945 lumo_ev=-1.523 fmax_ha_per_bohr=0.06131
C 0.611 -5.234 0.491 0.50 -0.20 0.15 -0.7715
S 1.072 -3.529 0.763 -0.26 0.76 -1.41 0.8280
C 2.591 -3.220 -0.280 -0.02 -0.53 0.47 -0.7245
C -0.144 -2.715 -0.442 -0.34 -0.66 0.06 -0.3501
C -1.648 -2.828 -0.235 0.09 -0.48 0.30 -0.0835
C -2.442 -2.549 -1.354 0.23 -0.16 0.28 -0.1837
C -3.815 -2.422 -1.223 -0.19 -0.24 0.14 -0.1359
C -4.411 -2.623 0.035 0.41 0.39 0.05 -0.1472
C -5.841 -2.465 0.200 -2.37 0.78 0.32 0.2564
N -6.983 -2.237 0.346 2.79 -0.75 -0.38 -0.2579
C -3.601 -2.841 1.161 -0.27 -0.27 0.14 -0.1610
C -2.222 -2.967 1.027 -0.03 0.11 -0.28 -0.1638
H -0.366 -5.355 0.949 -0.12 0.01 0.01 0.2709
H 0.584 -5.494 -0.563 0.02 0.08 -0.07 0.2526
H 1.333 -5.847 1.026 -0.01 -0.13 -0.05 0.2631
H 2.779 -2.143 -0.330 -0.35 -0.16 0.18 0.2960
H 3.428 -3.703 0.236 -0.27 0.09 -0.01 0.2586
H 2.498 -3.639 -1.288 -0.32 0.04 0.29 0.2482
H 0.166 -3.138 -1.406 -0.10 0.17 0.16 0.2377
H -1.952 -2.390 -2.309 -0.19 0.05 0.01 0.2341
H -4.428 -2.158 -2.086 0.16 -0.16 0.28 0.2491
H -4.059 -2.901 2.152 0.13 -0.05 -0.41 0.2426
H -1.593 -3.124 1.904 -0.22 0.09 -0.12 0.2090
Cl 0.204 -1.044 -0.349 0.74 1.59 -0.18 0.1239
C 2.085 2.577 -1.314 -2.30 1.74 1.27 -0.2879
Cl 2.088 1.400 -2.529 0.25 -1.19 -0.96 -0.0446
C 0.750 3.251 -1.083 1.72 -0.85 0.54 0.4632
O -0.319 2.790 -1.462 -0.24 0.06 -0.57 -0.6459
C 0.877 4.480 -0.250 0.70 -0.64 0.23 0.0646
C 1.997 4.635 0.623 0.06 -0.49 -0.32 -0.0806
C 2.142 5.886 1.264 -0.36 -0.56 0.26 -0.1882
C 1.258 6.886 0.933 -0.26 -0.01 0.05 -0.2577
C 0.102 6.596 0.167 0.68 -0.49 0.32 -0.0056
N -0.101 5.373 -0.316 -0.55 1.60 -0.72 -0.3758
C 2.922 3.549 0.729 -0.29 -0.30 -1.53 -0.1878
Cl 3.861 3.393 2.147 0.92 0.02 0.75 -0.0490
C 3.035 2.607 -0.310 -0.27 0.77 0.83 -0.2097
H 2.902 5.978 2.044 -0.05 0.31 -0.53 0.2195
H 1.425 7.893 1.280 -0.09 0.15 0.22 0.2037
H -0.627 7.404 -0.009 0.16 -0.72 0.02 0.1824
H 3.840 1.870 -0.335 -0.11 0.22 0.22 0.2082

# 4
49
Properties=species:S:1:pos:R:3:forces:R:3:lowdin_spin:R:1 method="wB97M-V/def2-TZVPD" relative_energy_kj_mol=140.43 e_tot_ev=-51630.987 multiplicity=2 lumo_ev="-4.576 / -4.235" fmax_ha_per_bohr=0.07889 charge=+1
Pt -0.036 -0.586 -0.243 1.78 -2.08 2.99 0.7243
O 4.188 -1.045 -0.786 0.35 0.12 0.28 0.0039
C 2.934 -0.873 -0.437 0.18 -0.22 -0.39 0.0049
O 2.020 -1.189 -1.173 -0.16 -0.24 -0.40 0.0746
C 2.711 -0.267 0.885 -0.07 0.33 0.72 0.0021
C 3.707 0.220 1.702 0.39 -0.24 -0.45 0.0002
C 3.372 0.876 2.881 -0.07 0.14 0.41 -0.0011
C 2.046 1.008 3.237 0.41 -0.38 -0.29 0.0002
C 1.103 0.483 2.363 -1.05 -0.01 0.31 -0.0003
N 1.421 -0.140 1.247 -0.02 1.27 -1.09 0.0246
C -0.419 0.578 2.631 1.30 0.05 -0.11 0.0085
O -0.748 0.798 3.779 -0.45 -0.05 -0.20 0.0153
O -1.093 0.372 1.574 -0.98 0.07 -0.26 0.1196
H 4.223 -1.412 -1.684 -0.03 -0.01 0.01 0.0001
H 4.732 0.094 1.380 0.02 0.08 0.12 0.0004
H 4.132 1.285 3.533 0.13 -0.05 -0.14 -0.0001
H 1.736 1.490 4.153 -0.16 0.01 -0.07 0.0004
O -0.074 -2.486 0.897 0.05 0.76 -0.92 0.0067
N -0.779 -2.636 2.026 -0.40 0.39 0.39 0.0003
C -0.261 -3.431 2.979 0.26 -0.08 -0.06 0.0003
C -0.937 -3.648 4.156 -0.08 -0.01 0.06 0.0000
C -2.157 -3.022 4.375 0.04 0.06 -0.08 -0.0001
C -2.670 -2.205 3.383 -0.02 -0.15 0.14 -0.0002
C -1.973 -2.041 2.207 -0.02 -0.06 -0.27 -0.0006
H 0.692 -3.878 2.743 0.01 0.06 -0.06 0.0000
H -0.502 -4.300 4.898 0.04 0.00 -0.03 0.0000
H -2.690 -3.169 5.304 0.00 0.02 -0.01 0.0000
H -3.609 -1.688 3.510 0.01 0.03 -0.05 0.0000
H -2.312 -1.408 1.405 -0.03 -0.01 0.02 -0.0005
N -2.678 -4.073 -4.700 0.05 0.04 0.08 0.0010
C -2.094 -3.375 -3.707 -0.02 0.02 0.03 0.0009
C -2.636 -3.353 -2.410 0.01 -0.06 -0.04 -0.0003
C -2.019 -2.621 -1.432 -0.05 -0.03 -0.12 -0.0004
N -0.895 -1.931 -1.653 0.01 1.17 -0.24 -0.0074
C -0.354 -1.946 -2.884 -0.29 -0.10 -0.03 0.0022
C -0.914 -2.640 -3.920 0.06 -0.09 -0.07 -0.0002
H -3.525 -4.587 -4.536 -0.02 0.01 -0.05 0.0000
H -2.310 -4.050 -5.633 -0.02 -0.02 -0.01 0.0000
H -3.545 -3.894 -2.183 0.01 0.00 0.02 -0.0001
H -2.435 -2.587 -0.437 0.01 0.07 -0.01 0.0000
H 0.559 -1.386 -3.018 -0.05 0.09 -0.03 0.0004
H -0.448 -2.619 -4.896 0.02 0.00 0.02 0.0000
F 0.025 3.189 -3.202 -0.01 0.05 0.01 0.0002
C -1.077 2.491 -2.923 0.24 0.12 0.01 0.0003
F -2.031 3.337 -2.542 -0.01 -0.01 0.06 -0.0001
F -1.477 1.888 -4.050 0.01 -0.04 0.01 0.0002
C -0.823 1.419 -1.843 -0.39 0.11 -0.15 0.0009
O 0.332 1.378 -1.295 -0.24 -1.75 0.45 0.0205
O -1.722 0.630 -1.603 -0.77 0.63 -0.51 -0.0020